--- A ---
Below is a 2-piece molecular cluster, C3H4ClNS overall, with properties calculated with wB97M-V/def2-TZVPD.

Geometry as XYZ:
```
10
Properties=species:S:1:pos:R:3:nbo_charge:R:1
C 0.7428 -0.8109 -0.0832 0.138
C 1.1326 0.6481 -0.1240 -0.613
C -1.2872 -0.0531 0.3700 -0.166
N -0.4619 -1.1303 0.0997 -0.449
S -0.4625 1.5292 0.1896 0.239
Cl -2.4695 -0.2190 1.5990 0.062
H 1.5352 -1.6412 -0.4154 0.210
H 1.9729 0.7650 0.6653 0.245
H 1.4480 0.9917 -1.1250 0.248
H -2.1503 -0.0795 -1.1760 0.085
```

## Properties
HOMO-LUMO gap = 8.372 eV
Highest occupied orbital energy = -8.5 eV

=====

--- B ---
Below is C3H4ClNS in the gas phase, with properties calculated with wB97M-V/def2-TZVPD.

Geometry as XYZ:
```
10
Properties=species:S:1:pos:R:3:nbo_charge:R:1
S -1.8886 -0.8239 0.0487 -0.009
C -0.6931 0.1610 -0.0526 0.024
N -0.6402 1.3603 -0.5458 -0.567
C 0.6101 1.7600 0.1604 -0.229
C 0.7017 0.1345 0.5400 -0.359
Cl 1.7518 -0.9020 -0.1775 0.074
H -1.4954 2.2104 -0.2618 0.405
H 1.6963 2.2275 -0.2958 0.213
H 0.5550 2.3746 1.0648 0.201
H 0.4503 -0.1516 1.6651 0.248
```

## Properties
HOMO-LUMO gap = 8.696 eV
Structure (SMILES) = S=C1NC[C@@H]1Cl
Highest occupied orbital energy = -8.7 eV

=====

Preferred: B; penalty for the next structure: 4.6 kcal/mol.

=====

--- A ---
Below is a 2-piece molecular cluster, C4H7Br overall, with properties calculated with wB97M-V/def2-TZVPD.

Geometry as XYZ:
```
12
Properties=species:S:1:pos:R:3:nbo_charge:R:1
C 2.0081 1.1544 0.3328 -0.391
C 0.6921 0.8048 0.1853 -0.206
C -0.3023 -0.0765 1.1098 -0.189
C -1.5801 -0.5602 1.0104 -0.413
H 2.5975 0.8054 1.1629 0.194
H 2.4698 1.6415 -0.4911 0.206
H 0.3199 1.0051 -0.8609 0.182
H 0.3046 -0.0795 2.0132 0.181
H -1.8409 -1.0488 1.8899 0.222
H -2.0502 -0.2998 0.1044 0.211
Br -1.2510 -1.1742 -2.7334 -0.203
H -1.3675 -2.1722 -3.7233 0.203
```

## Properties
HOMO-LUMO gap = 9.820 eV
Structure (SMILES) = C=CC=C.Br
Highest occupied orbital energy = -9.1 eV

=====

--- B ---
Below is C4H7Br in the gas phase, with properties calculated with wB97M-V/def2-TZVPD.

Geometry as XYZ:
```
12
Properties=species:S:1:pos:R:3:nbo_charge:R:1
C 0.6621 -0.9685 0.0145 -0.669
C -0.5213 -0.0579 -0.0179 0.035
C -0.4308 1.4544 0.1183 -0.678
C -1.8002 -0.7497 -0.1231 -0.348
Br -3.4480 0.0786 -0.0041 0.064
H 1.1369 -1.3605 -1.0098 0.231
H 1.5554 -0.6426 0.5625 0.224
H 0.4205 -1.9813 0.5644 0.223
H 0.3173 1.6073 0.9291 0.233
H -1.3942 1.7352 0.5436 0.232
H -0.3596 1.7940 -1.0015 0.247
H -1.8007 -1.7790 0.1260 0.208
```

## Properties
HOMO-LUMO gap = 9.446 eV
Structure (SMILES) = CC(C)=CBr
Highest occupied orbital energy = -8.5 eV

=====

--- C ---
Below is a 2-piece molecular cluster, C4H7Br overall, with properties calculated with wB97M-V/def2-TZVPD.

Geometry as XYZ:
```
12
Properties=species:S:1:pos:R:3:nbo_charge:R:1
C 0.3172 0.9210 0.8055 -0.463
C 0.0097 -0.4613 0.1319 -0.270
C 0.8235 0.5789 -0.5244 0.146
C -1.3959 -0.7343 -0.4361 -0.624
Br 3.5843 0.1293 -0.3975 -0.421
H -0.3632 1.6218 1.0695 0.227
H 0.9629 0.7416 1.6681 0.269
H 0.5064 -1.2622 0.6266 0.255
H 0.6462 0.8343 -1.4911 0.199
H -1.4302 -0.0932 -1.3406 0.218
H -2.0081 -0.4777 0.4745 0.228
H -1.6529 -1.7982 -0.5863 0.236
```

## Properties
HOMO-LUMO gap (spin up / spin down) = 7.614 / 7.616 eV
Highest occupied orbital energy (spin up / spin down) = -9.2 / -9.2 eV

=====

Preferred: B; penalty for the next structure: 17.0 kcal/mol.

=====

--- A ---
Below is C20H29N3O in the gas phase, with properties calculated with wB97M-V/def2-TZVPD.

Geometry as XYZ:
```
53
Properties=species:S:1:pos:R:3:nbo_charge:R:1
C 4.1553 3.4420 0.8664 -0.632
C 3.4084 2.5753 -0.1024 0.056
C 2.0003 3.0048 -0.3771 -0.669
C 3.9718 1.5101 -0.6601 -0.232
C 3.3193 0.5858 -1.6507 -0.252
N 2.0685 0.0171 -1.1692 -0.454
C 1.4315 -0.8335 -2.1516 -0.206
C 0.0223 -1.1883 -1.6844 -0.233
N 0.0934 -1.8353 -0.3901 -0.442
C -1.1785 -2.3913 0.0547 -0.241
C -2.2738 -1.3883 0.2385 0.145
C -2.5823 -0.6204 1.3250 -0.297
C -3.6736 0.2168 0.9622 -0.108
C -4.4172 1.1887 1.6312 -0.181
C -5.4375 1.8182 0.9548 -0.241
C -5.7345 1.5027 -0.3741 -0.217
C -5.0164 0.5477 -1.0616 -0.263
C -3.9864 -0.0910 -0.3845 0.198
N -3.1188 -1.0618 -0.7952 -0.545
C 0.6948 -0.9274 0.5684 -0.225
C 2.1304 -0.6171 0.1385 -0.059
C 2.9993 -1.8892 0.2154 -0.470
C 3.5404 -2.1155 1.6267 -0.053
O 4.2880 -1.0254 2.1127 -0.718
H 4.1151 4.4831 0.5483 0.212
H 5.1961 3.1403 0.9507 0.212
H 3.6966 3.3798 1.8530 0.216
H 2.0015 3.9327 -0.9500 0.216
H 1.4798 3.1965 0.5599 0.216
H 1.4626 2.2415 -0.9285 0.244
H 4.9979 1.2717 -0.4110 0.190
H 3.0730 1.1468 -2.5612 0.206
H 4.0425 -0.1956 -1.9454 0.168
H 1.3674 -0.2838 -3.0956 0.200
H 1.9999 -1.7609 -2.3358 0.165
H -0.4328 -1.8772 -2.4018 0.193
H -0.5778 -0.2622 -1.6463 0.175
H -0.9925 -2.9019 1.0033 0.217
H -1.4821 -3.1401 -0.6853 0.201
H -2.0969 -0.6506 2.2804 0.222
H -4.1926 1.4372 2.6579 0.210
H -6.0261 2.5733 1.4553 0.210
H -6.5435 2.0194 -0.8693 0.211
H -5.2453 0.3036 -2.0891 0.209
H -3.1055 -1.4874 -1.7065 0.409
H 0.6995 -1.4063 1.5485 0.197
H 0.1330 0.0178 0.6416 0.189
H 2.5488 0.1241 0.8279 0.234
H 3.8479 -1.7931 -0.4673 0.194
H 2.4094 -2.7547 -0.0862 0.231
H 4.1528 -3.0309 1.6397 0.160
H 2.7219 -2.2439 2.3380 0.172
H 4.9420 -0.7823 1.4474 0.461
```

## Properties
HOMO-LUMO gap = 8.587 eV
Structure (SMILES) = CC(C)=CCN1CCN(Cc2cc3ccccc3[nH]2)C[C@H]1CCO
Highest occupied orbital energy = -7.9 eV

=====

--- B ---
Below is C20H29N3O in the gas phase, with properties calculated with wB97M-V/def2-TZVPD.

Geometry as XYZ:
```
53
Properties=species:S:1:pos:R:3:nbo_charge:R:1
C 0.0661 3.9383 -5.9021 -0.632
C -0.4471 3.5700 -4.5403 0.037
C -1.9419 3.6298 -4.4170 -0.652
C 0.3870 3.2545 -3.5567 -0.209
C 0.0521 2.8891 -2.1426 -0.252
N 0.7442 1.6589 -1.7831 -0.461
C 0.2727 0.5038 -2.5233 -0.230
C -1.0076 -0.1177 -1.9533 -0.239
N -0.8006 -0.4424 -0.5544 -0.453
C -1.9296 -1.1539 0.0254 -0.246
C -1.5736 -1.6803 1.3753 0.170
C -2.2977 -1.7385 2.5302 -0.298
C -1.4731 -2.3540 3.5138 -0.116
C -1.6473 -2.6850 4.8572 -0.180
C -0.6045 -3.2827 5.5285 -0.241
C 0.6094 -3.5572 4.8927 -0.217
C 0.8108 -3.2424 3.5657 -0.263
C -0.2379 -2.6425 2.8818 0.202
N -0.3366 -2.2318 1.5848 -0.550
C -0.4949 0.7728 0.1806 -0.250
C 0.8053 1.3952 -0.3532 -0.029
C 2.0028 0.4957 -0.0218 -0.437
C 3.3164 1.1040 -0.5142 -0.058
O 4.4311 0.2858 -0.2409 -0.716
H -0.2897 3.2248 -6.6454 0.211
H 1.1523 3.9512 -5.9250 0.215
H -0.3025 4.9230 -6.1876 0.212
H -2.3110 3.0226 -3.5956 0.212
H -2.4067 3.2840 -5.3386 0.213
H -2.2614 4.6585 -4.2485 0.221
H 1.4510 3.2414 -3.7528 0.201
H 0.4331 3.6784 -1.4850 0.209
H -1.0356 2.8308 -1.9921 0.168
H 0.1072 0.8070 -3.5589 0.220
H 1.0616 -0.2526 -2.5124 0.193
H -1.2376 -1.0356 -2.5004 0.205
H -1.8577 0.5774 -2.0834 0.159
H -2.1677 -1.9916 -0.6419 0.211
H -2.8313 -0.5212 0.1053 0.185
H -3.3016 -1.3896 2.6708 0.221
H -2.5825 -2.4747 5.3549 0.209
H -0.7196 -3.5475 6.5696 0.209
H 1.4036 -4.0254 5.4554 0.211
H 1.7492 -3.4539 3.0740 0.211
H 0.3864 -2.2551 0.8865 0.421
H -0.3784 0.5279 1.2381 0.220
H -1.3185 1.5063 0.0930 0.168
H 0.9597 2.3557 0.1516 0.204
H 1.8585 -0.4844 -0.4800 0.195
H 2.0533 0.3574 1.0598 0.214
H 3.5131 2.0440 0.0059 0.172
H 3.2377 1.3127 -1.5891 0.172
H 4.3041 -0.5626 -0.6797 0.459
```

## Properties
HOMO-LUMO gap = 8.519 eV
Structure (SMILES) = CC(C)=CCN1CCN(Cc2cc3ccccc3[nH]2)C[C@H]1CCO
Highest occupied orbital energy = -7.8 eV

=====

Preferred: B; penalty for the next structure: 2.7 kcal/mol.